Record 1
Here is a 2-piece molecular cluster, C5H14O overall in a non-equilibrium geometry from OMol25. Energies are from the ωB97M-V functional and the def2-TZVPD basis.

```
20
Properties=species:S:1:pos:R:3:forces:R:3
H -1.136364 -0.211781 3.600780 0.445 0.246 0.532
C 0.737760 0.837184 -1.585549 0.229 -0.113 -0.187
H -2.641491 0.038995 1.634154 -0.008 0.252 -0.231
H -2.910316 1.732574 2.083184 0.222 0.104 0.086
H -0.394480 0.356512 2.188806 0.085 0.370 -0.289
H -0.146559 -1.149581 -1.535860 -0.339 -0.200 0.662
H 0.460347 1.030131 -0.548488 -0.065 0.208 -0.106
C 0.752810 -0.659988 -1.862973 0.933 0.534 -1.716
H 2.757962 -1.417403 -2.164212 -0.040 -0.129 -0.111
C -2.536649 0.775047 2.435553 0.192 -0.825 0.109
C 2.051850 -1.306271 -1.343474 -0.763 0.192 -0.149
C -1.088184 0.671485 2.965272 -0.558 -0.829 -0.529
H 2.513615 -0.607690 -0.664862 0.225 -0.079 0.591
H -3.195933 0.360811 3.202633 -0.192 0.553 0.054
H -0.670572 1.530789 3.471704 -0.176 0.126 0.253
H 1.858035 -2.265884 -0.871691 0.221 -0.058 0.091
O 0.707241 -0.749648 -3.322496 -0.278 0.874 0.650
H 1.042721 -1.591746 -3.584641 0.286 -0.911 -0.243
H 1.721572 1.264331 -1.792404 0.190 -0.202 0.281
H 0.116634 1.362136 -2.305442 -0.609 -0.113 0.252
```
Positions in Å, forces in eV/Å.

## Properties
HOMO level: -10.26 eV
SMILES: CC(C)O.CC
energy: -7458.8958 eV
HOMO-LUMO gap: 11.2 eV
energy relative to the best compared isomer or geometry (same formula, charge and spin): 20.5 kcal/mol

=====

Record 2
Here is one molecule with the formula C3H8N4O in a non-equilibrium geometry from OMol25. Energies are from the ωB97M-V functional and the def2-TZVPD basis.

```
16
Properties=species:S:1:pos:R:3:forces:R:3
H 0.961883 0.686951 -1.660238 0.171 0.113 0.159
C -0.084489 0.954486 1.221612 1.142 -1.107 -0.735
H -0.709223 2.827360 1.800001 0.178 -0.172 -0.250
H -0.583113 0.429650 2.021652 -0.106 -0.120 0.006
H 2.285081 0.827561 -0.688504 -0.295 0.063 -0.020
H -0.815081 -1.560409 -2.393427 -0.433 0.335 0.244
N -0.191886 -0.999445 -1.826651 0.714 0.099 0.418
H 0.496225 2.742745 0.553128 -0.219 -0.007 0.181
C 0.587603 0.263158 0.237855 0.356 2.855 2.169
N -1.249944 -2.014570 0.051435 0.169 0.356 0.294
O 0.879092 -1.098840 0.411447 -2.863 0.320 -2.847
C -0.293183 -1.202150 -0.572624 1.453 -3.531 0.608
H -1.703611 -2.653758 -0.581175 -0.201 0.241 -0.202
H -0.879229 -2.527101 0.839409 0.083 0.247 0.039
N 0.017410 2.302117 1.332199 -0.325 0.690 -0.103
N 1.282465 1.022248 -0.746118 0.175 -0.380 0.037
```
Positions in Å, forces in eV/Å.

## Properties
HOMO level: -7.37 eV
energy: -11246.3570 eV
HOMO-LUMO gap: 8.1 eV
energy relative to the best compared isomer or geometry (same formula, charge and spin): 75.3 kcal/mol

=====

Record 3
Here is one molecule with the formula C21H25N3O2S from OMol25. Energies are from the ωB97M-V functional and the def2-TZVPD basis.

```
52
Properties=species:S:1:pos:R:3:forces:R:3
H 0.301245 1.980554 -5.943474 -0.086 -0.090 0.017
C 0.577338 -0.805288 3.580367 0.290 0.226 -0.295
C -1.581809 -1.729167 -0.037035 -0.030 -0.100 -0.093
C 1.887419 1.104047 -3.623239 0.333 0.005 0.027
H 1.902477 -0.347195 -0.564781 0.001 -0.083 0.074
C -0.757301 -0.654880 5.663441 -0.236 -0.109 0.242
C -1.667763 -1.710563 1.342807 -0.036 0.319 0.155
C -1.758359 -0.510044 2.035396 -0.195 -0.057 -0.148
H 0.102010 -2.626021 5.954792 0.079 -0.086 0.003
C 1.205450 0.554567 3.275533 -0.036 -0.271 0.076
H 2.198517 0.418873 2.854862 0.148 0.048 -0.056
O -2.941845 -0.302046 4.082009 -0.321 0.061 0.063
H -0.045855 -1.378997 -4.831434 -0.086 0.080 0.187
H 1.546401 1.998088 0.122459 -0.005 0.027 0.104
H 1.289599 1.150518 4.181289 0.028 0.087 0.084
S -0.436872 -2.851029 -2.778436 0.154 -0.511 0.028
C -1.580298 -0.531492 -0.744690 -0.035 -0.247 0.602
H 1.452130 3.773357 -1.591040 -0.009 0.095 0.027
C -0.781379 -2.063310 6.250036 0.014 0.251 -0.094
H 2.127257 -0.913381 -2.936991 -0.034 -0.106 -0.049
H -1.510812 -2.668996 -0.556803 -0.027 0.034 -0.007
C 1.597402 2.744483 -1.885025 -0.018 0.119 -0.005
H 2.187363 -0.301058 -5.202442 0.042 0.035 -0.014
H -1.927868 1.616231 1.850871 -0.011 0.100 0.039
C 1.654116 1.749925 -0.922923 0.013 -0.004 0.083
C -1.722087 0.673049 -0.054421 0.009 -0.119 -0.095
C 1.974184 0.117435 -2.648687 0.102 0.028 -0.061
N -0.551538 -0.728233 -4.242600 -0.170 -0.070 -0.060
H 2.579858 1.363572 -5.643375 0.007 -0.083 -0.041
C 0.457545 0.937736 -5.668914 0.036 0.116 0.069
C -1.872609 -0.486672 3.530708 0.120 -0.029 -0.155
H -1.587957 0.505784 -2.505012 0.040 -0.268 -0.008
O -1.192279 1.437558 -3.998063 -0.064 0.168 0.007
C 1.712504 2.423808 -3.225269 0.070 -0.047 0.015
N -1.444097 -0.438098 -2.129203 0.011 0.571 -0.782
C 1.853595 0.435894 -1.307080 -0.009 -0.032 0.087
C -0.872162 -1.277954 -2.999936 0.018 -0.130 0.113
C -1.813882 0.681727 1.321578 -0.023 -0.138 0.065
H -1.745841 1.600897 -0.607933 0.021 0.112 -0.054
H 0.310422 0.311974 -6.549445 -0.047 0.001 -0.054
H -1.664149 -2.591790 5.899961 -0.084 -0.063 -0.016
H 1.652529 3.202816 -3.970997 -0.037 0.112 -0.095
H 0.592786 1.096647 2.559479 -0.029 0.066 -0.066
C 1.878508 0.739560 -5.087121 -0.010 0.050 0.061
H 1.225916 -1.366938 4.256863 -0.068 -0.059 -0.071
H -1.668396 -0.125671 5.952116 0.208 0.006 0.007
H -0.813185 -2.011911 7.334909 0.013 -0.059 0.138
H 0.479328 -1.374628 2.653674 0.105 -0.012 0.184
H 0.110432 -0.101018 6.032073 -0.041 0.030 -0.042
C -0.531223 0.599311 -4.578439 -0.149 0.208 -0.433
H -1.668196 -2.643962 1.886787 0.021 -0.101 0.055
N -0.718572 -0.678065 4.212801 0.014 -0.073 0.185
```
Positions in Å, forces in eV/Å.

## Properties
HOMO level: -8.43 eV
SMILES: CCN(CC)C(=O)c1ccc(NC(=S)NC(=O)CCc2ccccc2)cc1
energy: -41585.0378 eV
HOMO-LUMO gap: 8.7 eV
energy relative to the best compared isomer or geometry (same formula, charge and spin): 0.0 kcal/mol

=====

Record 4
Here is one molecule with the formula C11H16N4O3 in a non-equilibrium geometry from OMol25. Energies are from the ωB97M-V functional and the def2-TZVPD basis.

```
34
Properties=species:S:1:pos:R:3:forces:R:3
H -3.573306 0.147747 -2.894377 -0.857 -0.099 -0.375
N -0.483841 0.428428 0.578788 1.405 -0.800 -0.701
H -3.523819 -1.598853 -2.306503 -0.087 0.421 -0.685
C -1.537498 1.736959 2.647849 0.754 3.017 0.696
H 3.625737 1.319732 0.098549 -0.224 0.650 0.027
H -0.480562 1.791880 2.399566 0.294 -1.236 -0.132
N 3.363416 -0.664691 0.793155 -0.717 0.152 -1.063
C -2.973826 -0.724328 -2.700671 0.142 0.407 1.088
O -1.830566 2.317064 3.690822 -1.126 -1.416 -1.476
H 3.514815 -1.053600 2.917110 -0.131 -0.310 -0.473
N -2.327241 1.418229 1.540197 -1.848 1.354 1.302
H -2.340664 -0.949272 -3.539581 -0.138 -0.337 -0.444
H 5.024427 -0.795079 2.109956 0.432 0.773 -0.296
C -3.615122 2.118928 1.218462 1.819 1.980 1.200
H 0.169736 -0.854101 -3.394959 -0.947 -1.531 0.938
H -0.817827 -2.424850 -2.753966 0.590 1.266 -0.509
N -2.499851 0.482166 -0.578691 -2.360 0.415 -0.654
O 1.410931 -1.374522 1.612376 -0.729 -0.931 -0.869
H -4.391978 1.477262 1.026381 -1.458 -1.770 -0.988
C 4.001958 0.335786 -0.097890 -1.134 -0.825 2.686
C -1.745182 0.789736 0.479229 1.299 -2.130 -1.715
C 0.033276 -0.351037 -0.411324 -1.882 3.097 1.793
H 4.303920 -2.282819 1.814121 -0.608 -0.084 0.215
C 4.053188 -1.230185 1.976486 -0.416 0.078 -0.480
C -2.108506 -0.289170 -1.584845 3.487 0.273 3.133
H 5.028133 0.304998 0.075682 1.773 0.046 0.300
H -3.390387 2.813066 0.407385 -0.287 -0.407 -0.324
C -0.132397 -1.554365 -2.514252 0.113 -0.709 -2.432
C -0.747931 -0.733206 -1.460220 0.199 -0.945 -0.977
O 1.413258 -0.429601 -0.431299 -0.618 -0.253 -1.625
H 0.790508 -2.081076 -2.304107 0.265 0.308 0.737
H 3.825704 0.045876 -1.059451 -0.470 -0.456 -2.766
C 1.990455 -0.914638 0.652638 2.506 0.421 4.336
H -4.028955 2.777536 1.993384 0.959 -0.418 0.534
```
Positions in Å, forces in eV/Å.

## Properties
HOMO level: -8.84 eV
SMILES: Cc1nc(N(C)C=O)nc(OC(=O)N(C)C)c1C
energy: -23768.4942 eV
HOMO-LUMO gap: 9.3 eV
energy relative to the best compared isomer or geometry (same formula, charge and spin): 57.7 kcal/mol

=====

Record 5
Here is an isolated ion of composition C4H12NO2 and charge +1 in a non-equilibrium geometry from OMol25. Energies are from the ωB97M-V functional and the def2-TZVPD basis.

```
19
Properties=species:S:1:pos:R:3:forces:R:3
N 0.611849 0.594943 -1.249323 -2.349 -3.591 1.694
C -0.944362 -1.413934 2.461075 1.929 -1.200 -0.207
H -0.154032 -2.148923 2.603841 -0.442 -0.968 -0.108
H -1.334253 0.122113 -0.860305 -0.683 -1.474 0.882
H 2.262526 -0.336112 -0.174273 -0.175 0.097 -0.192
H -1.948864 -1.810580 2.560357 0.031 0.108 -0.204
C 0.363331 1.737676 -0.501365 2.467 2.928 4.888
H -0.245869 1.534884 0.391033 -0.046 -0.312 -0.744
H 1.289327 2.160058 -0.006556 -0.495 -0.835 -0.646
O 0.573387 -0.391299 1.034220 1.593 -0.851 -2.718
H -0.524469 -0.733410 -2.366122 -0.937 -0.154 0.143
H -0.639897 -0.765813 3.247761 -0.563 1.615 0.328
C -0.732592 0.119586 -1.728338 0.075 2.350 -1.288
H 1.035323 -1.494391 -0.904395 -0.086 0.409 0.427
H 0.000447 2.596757 -0.942513 -1.136 1.189 -1.984
C 1.215969 -0.525824 -0.415013 -1.763 0.342 3.540
H -1.174782 1.036047 -2.217608 0.587 -1.296 -0.453
H 1.114322 0.657427 -2.058897 2.303 0.982 -2.522
O -0.767361 -0.939207 1.126422 -0.311 0.663 -0.836
```
Positions in Å, forces in eV/Å.

## Properties
HOMO level: -13.80 eV
SMILES: COOC[NH+](C)C
energy: -9915.9846 eV
HOMO-LUMO gap: 10.6 eV
charge: +1
energy relative to the best compared isomer or geometry (same formula, charge and spin): 144.0 kcal/mol

=====

Record 6
Here is a 2-piece molecular cluster, C7H15NS overall in a non-equilibrium geometry from OMol25. Energies are from the ωB97M-V functional and the def2-TZVPD basis.

```
24
Properties=species:S:1:pos:R:3:forces:R:3
H 0.984933 -3.282916 1.123060 -0.710 2.684 -0.345
H -0.767680 0.455149 -1.898056 0.038 -0.419 -0.807
H -1.642492 0.205195 0.463104 0.675 0.471 -0.516
H 1.719602 2.245662 0.482518 0.459 -0.260 -0.546
S 3.435885 0.522695 -0.173317 -0.982 1.141 0.031
C -0.857907 0.950373 0.124511 0.418 -3.534 -0.708
C 0.584278 -2.130096 1.227376 1.407 -3.402 -0.157
H -0.423364 -2.326757 1.570284 -0.381 0.601 0.161
H -0.229796 -2.942647 -1.045969 -0.041 0.202 0.071
N 0.466776 0.135982 0.400678 1.237 3.046 -1.219
H -0.157000 2.838290 1.084251 -1.501 -1.088 -0.471
H -1.954808 2.527858 0.881311 -0.349 0.476 0.103
C 0.712879 -1.289140 -0.037411 1.340 1.594 0.636
H -1.159596 -1.360929 -1.028950 1.324 -1.253 -0.359
H -0.543306 2.206613 -1.703868 -0.863 -1.424 0.694
H 1.818820 -1.233174 -0.261791 -0.993 -0.463 -0.154
H -0.974398 1.654097 2.089104 -0.263 0.065 -0.003
C -1.010515 2.049841 1.071961 2.045 1.956 1.548
C 2.058057 1.283056 0.084813 -2.588 -3.428 1.027
C -0.123658 -1.858862 -1.152387 -1.800 0.991 -1.830
H 1.236116 -1.741765 1.997507 -0.259 0.335 0.349
H 0.170598 -1.683307 -2.263844 -0.113 0.039 2.033
C -1.160294 1.282521 -1.353838 1.950 1.887 -0.172
H -2.183120 1.492257 -1.681036 -0.052 -0.217 0.634
```
Positions in Å, forces in eV/Å.

## Properties
HOMO level (spin up / spin down): -8.23 / -8.23 eV
energy: -19823.4458 eV
HOMO-LUMO gap (spin up / spin down): 7.8 / 7.8 eV
energy relative to the best compared isomer or geometry (same formula, charge and spin): 56.0 kcal/mol

=====

What is the formula in the sixth record? C7H15NS